[1]
A molecular structure, C27H36BF5IrN9O8S3Te in a non-equilibrium geometry. Source: the Open Molecules 2025 dataset; level of theory: ωB97M-V/def2-TZVPD.

Orbital gap (spin up / spin down) (eV): 7.3 / 6.2
Total energy (hartree): -4235.95653
Highest occupied orbital energy (spin up / spin down) (eV): -11.54 / -11.40
Maximum force (eV/A): 2.09

```
! RIJCOSX wB97M-V def2-TZVPD def2/J DEFGRID3
* xyz 1 2
Ir -0.2208 -0.5665 -0.5275
C -3.2092 4.9442 1.1041
C -2.7327 3.6153 0.5111
C -3.6768 2.4834 0.8981
C -2.6208 3.8017 -0.9997
N -1.3881 3.2851 1.1286
C -1.0931 3.6930 2.4089
C 0.1511 3.2612 2.6979
N 0.6214 2.5816 1.6051
B 2.0906 2.0936 1.6014
N 2.2857 0.6835 2.2107
C 3.5149 0.3194 2.6871
C 3.4004 -0.9255 3.1953
N 2.0953 -1.3267 3.0321
C 1.4327 -0.3291 2.3956
S -0.2014 -0.3307 1.7864
C 1.6607 -2.6889 3.5433
C 0.1584 -2.7739 3.7761
C 2.1111 -3.7175 2.5112
C 2.3581 -2.9144 4.8878
N 2.6960 2.1242 0.1885
C 3.2640 3.2621 -0.3201
C 3.6975 2.9781 -1.5670
N 3.3775 1.6641 -1.8257
C 2.7397 1.1621 -0.7438
S 2.1309 -0.4736 -0.5611
C 3.7049 0.9653 -3.1233
C 4.4072 1.9528 -4.0500
C 4.6474 -0.1979 -2.8298
C 2.4103 0.5027 -3.7711
C -0.3399 2.5648 0.6657
S -0.2202 1.7291 -0.8766
H -4.0668 5.2800 0.5248
H -2.4379 5.7130 1.0403
H -3.5413 4.8544 2.1382
H -4.6480 2.6420 0.4280
H -3.8158 2.4552 1.9806
H -3.2798 1.5256 0.5660
H -3.5610 4.2292 -1.3467
H -2.4687 2.8774 -1.5353
H -1.8200 4.5029 -1.2456
H -1.7712 4.2777 2.9988
H 0.7500 3.4012 3.5795
H 2.7073 2.8597 2.2907
H 4.3658 0.9750 2.6361
H 4.1388 -1.5454 3.6657
H -0.4015 -2.7815 2.8537
H -0.2004 -1.9598 4.4084
H -0.0353 -3.7135 4.2929
H 1.6210 -3.5451 1.5533
H 1.8424 -4.7154 2.8584
H 3.1923 -3.6844 2.3699
H 2.2194 -2.0633 5.5556
H 3.4239 -3.1132 4.7828
H 1.9162 -3.7899 5.3597
H 3.3362 4.1681 0.2543
H 4.2171 3.5989 -2.2693
H 5.3488 2.3156 -3.6361
H 3.7699 2.8001 -4.3065
H 4.6378 1.4246 -4.9734
H 5.5766 0.1587 -2.3823
H 4.8891 -0.6971 -3.7682
H 4.1910 -0.9327 -2.1692
H 1.6796 1.3137 -3.8047
H 1.9816 -0.3388 -3.2407
H 2.6155 0.1900 -4.7945
O -5.5485 -5.7600 -0.9664
N -5.8281 -4.6309 -1.3049
O -6.8385 -4.2878 -1.8761
C -4.8414 -3.5791 -0.9992
C -5.0978 -2.2790 -1.3790
C -4.1762 -1.2945 -1.0850
C -2.9829 -1.5496 -0.3839
O -2.1821 -0.6189 0.0855
C -2.7722 -2.9133 -0.0895
C -3.6718 -3.9222 -0.3660
N -1.4953 -3.3592 0.4592
O -1.4592 -4.4042 1.0514
O -0.4609 -2.6830 0.3052
N -4.5195 0.0583 -1.5619
O -5.6739 0.2625 -1.8684
O -3.6145 0.8519 -1.6910
H -6.0037 -2.0293 -1.9117
H -3.4532 -4.9504 -0.1190
F 0.1994 -3.5909 -4.3200
Te -0.6310 -2.1745 -3.5056
F 0.0893 -1.0053 -4.7315
F -2.0436 -2.3149 -4.6697
F -1.6144 -3.3543 -2.4649
F -1.5914 -0.7169 -2.7344
O 0.5866 -1.8598 -2.1779
*
```

Löwdin atomic charge list, values in e, 2 entries: 0.937 -0.040



[2]
A molecular structure, C2H6LaO2 in a non-equilibrium geometry. Source: the Open Molecules 2025 dataset; level of theory: ωB97M-V/def2-TZVPD.

Orbital gap (spin up / spin down) (eV): 5.7 / 9.7
Total energy (hartree): -261.16167
Highest occupied orbital energy (spin up / spin down) (eV): -15.93 / -19.94
Maximum force (eV/A): 4.25

```
! RIJCOSX wB97M-V def2-TZVPD def2/J DEFGRID3
* xyz 2 2
C -1.6141 -0.9041 0.0057
C -1.2475 0.5245 0.0238
O 0.0536 0.8303 -0.3308
H -2.6507 -1.0145 0.3451
H -1.5336 -1.3388 -1.0041
H -0.9812 -1.5036 0.6881
H -1.7117 1.2652 0.6754
H 0.4794 1.5487 0.2514
La 1.9691 -0.3698 -1.4233
O 3.4201 0.6445 -0.0192
H 3.8167 0.3176 0.7879
*
```

Löwdin atomic charge list, values in e, 2 entries: -0.072 -0.154